(1)
DFT (wB97M-V/def2-TZVPD) results for the molecule C2H10O2Si2.

Results
- Gap between HOMO and LUMO: 9.099 eV
- ΔE to the lowest compared entry with this formula, charge and spin: 227.7 kJ/mol
- SMILES: C[Si](C)(O)O[SiH3]
- Strongest force on any atom: 5.24 eV/A
- LUMO: 0.51 eV

Each line ends with the natural charge from an NBO analysis.
Cartesian coordinates (Å):
C  1.110  1.213  1.398  -1.121
C  0.916  0.418  -2.035  -1.048
O  1.233  -1.609  0.213  -1.114
O  -1.147  -0.373  0.278  -1.306
Si  -2.683  -0.874  0.585  1.233
Si  0.390  -0.168  0.158  2.051
H  0.416  1.314  2.287  0.238
H  2.115  0.855  1.703  0.236
H  1.386  2.119  0.894  0.242
H  0.317  -0.293  -2.600  0.210
H  0.465  1.456  -2.315  0.223
H  1.991  0.234  -2.004  0.202
H  2.041  -1.598  -0.381  0.505
H  -3.069  -0.004  1.703  -0.190
H  -2.457  -2.217  0.920  -0.194
H  -3.024  -0.474  -0.806  -0.167


(2)
DFT (wB97M-V/def2-TZVPD) results for a 3-piece molecular cluster, C2H10O3 overall.

Results
- Gap between HOMO and LUMO: 11.240 eV
- ΔE to the lowest compared entry with this formula, charge and spin: 32.0 kJ/mol
- SMILES: CCO.O.O
- Strongest force on any atom: 3.05 eV/A
- LUMO: 0.78 eV

Each line ends with the natural charge from an NBO analysis.
Cartesian coordinates (Å):
C  -1.868  -0.131  -0.264  -0.061
O  -0.741  -0.151  0.613  -0.765
C  -1.321  -0.372  -1.670  -0.644
H  -2.442  -1.042  -0.013  0.164
H  -2.480  0.756  -0.096  0.189
H  -0.259  -0.976  0.615  0.485
H  -2.045  0.124  -2.350  0.209
H  -0.343  0.011  -1.874  0.218
H  -1.202  -1.432  -1.957  0.209
H  2.881  0.049  1.057  0.493
H  3.037  -0.031  -0.400  0.456
O  3.008  -0.626  0.356  -0.959
H  1.240  1.433  2.762  0.479
H  0.888  1.151  1.314  0.499
O  1.649  1.236  1.906  -0.972


(3)
DFT (wB97M-V/def2-TZVPD) results for a 3-piece molecular cluster, C2H10O3 overall.

Results
- Gap between HOMO and LUMO: 10.695 eV
- ΔE to the lowest compared entry with this formula, charge and spin: 64.3 kJ/mol
- SMILES: CCO.O.O
- Strongest force on any atom: 2.06 eV/A
- LUMO: 0.67 eV

Each line ends with the natural charge from an NBO analysis.
Cartesian coordinates (Å):
C  -0.835  -0.732  -0.590  -0.055
O  -1.012  -0.638  0.842  -0.735
C  0.437  -0.079  -1.215  -0.636
H  -1.753  -0.310  -1.096  0.152
H  -0.809  -1.792  -0.894  0.152
H  -1.942  -0.596  1.079  0.480
H  1.147  0.136  -0.407  0.227
H  0.226  0.810  -1.794  0.209
H  0.872  -0.828  -1.834  0.206
H  -3.988  2.076  0.934  0.464
H  -4.509  2.135  2.319  0.467
O  -3.737  1.826  1.830  -0.930
H  4.784  -1.256  0.201  0.468
H  5.851  -0.195  -0.025  0.467
O  5.266  -0.557  0.650  -0.934


(4)
DFT (wB97M-V/def2-TZVPD) results for a 4-piece molecular cluster, C2H10O3 overall.

Results
- Multiplicity: 2
- Gap between HOMO and LUMO (alpha / beta): 7.595 / 4.326 eV
- ΔE to the lowest compared entry with this formula, charge and spin: 25.3 kJ/mol
- Strongest force on any atom: 3.29 eV/A
- <S²>: 0.754
- LUMO (alpha / beta): -6.18 / -9.45 eV
- Total charge: +1

Each line ends with the natural charge from an NBO analysis.
Cartesian coordinates (Å):
C  -1.555  0.596  0.958  -0.034
C  -1.575  1.597  0.069  -0.043
H  -2.201  -0.239  0.843  0.257
H  -0.820  0.648  1.761  0.280
H  -2.455  1.980  -0.427  0.263
H  -0.601  2.073  -0.135  0.270
H  2.385  1.642  0.822  0.499
H  1.803  3.036  0.919  0.463
O  1.886  2.241  1.435  -0.962
H  -2.562  -4.173  -3.395  0.465
H  -3.834  -4.857  -3.023  0.474
O  -3.046  -4.447  -2.638  -0.938
H  4.878  0.301  1.174  0.496
H  3.826  -0.673  0.687  0.478
O  3.871  0.275  0.948  -0.967


(5)
DFT (wB97M-V/def2-TZVPD) results for the molecule C2H10O3Si2.

Results
- Gap between HOMO and LUMO: 9.652 eV
- ΔE to the lowest compared entry with this formula, charge and spin: 437.4 kJ/mol
- SMILES: CO[Si](O)([SiH3])OC
- Strongest force on any atom: 3.44 eV/A
- LUMO: 0.63 eV

Each line ends with the natural charge from an NBO analysis.
Cartesian coordinates (Å):
C  -1.253  -1.581  -1.706  -0.244
C  -0.334  2.476  0.576  -0.228
O  -0.707  -0.489  1.962  -1.125
O  -1.536  -1.025  -0.452  -0.893
O  -0.328  1.236  -0.120  -0.951
Si  2.322  -0.654  0.241  0.287
Si  -0.328  -0.235  0.407  2.007
H  -0.713  -2.407  -1.469  0.168
H  -0.722  -0.992  -2.444  0.173
H  -2.179  -1.953  -2.007  0.185
H  -1.373  2.748  0.793  0.174
H  0.063  3.277  0.018  0.188
H  0.146  2.293  1.500  0.180
H  -1.629  -0.513  2.250  0.509
H  2.427  -2.149  0.270  -0.145
H  3.378  -0.076  1.132  -0.131
H  2.764  0.042  -0.953  -0.154


(6)
DFT (wB97M-V/def2-TZVPD) results for C2H10O4Rb as an isolated structure.

Results
- Gap between HOMO and LUMO: 9.461 eV
- ΔE to the lowest compared entry with this formula, charge and spin: 85.0 kJ/mol
- Strongest force on any atom: 2.64 eV/A
- LUMO: -3.72 eV
- Total charge: +1

Each line ends with the natural charge from an NBO analysis.
Cartesian coordinates (Å):
Rb  14.722  14.265  -7.684  0.990
O  17.034  15.732  -8.532  -0.972
H  17.435  15.333  -9.304  0.490
H  16.840  16.631  -8.798  0.486
O  15.295  16.295  -5.518  -0.969
H  15.090  16.795  -6.309  0.468
H  15.746  16.920  -4.950  0.506
C  15.404  13.142  -3.276  -0.099
C  14.706  12.570  -4.569  -0.121
O  13.565  13.214  -5.133  -0.745
O  15.804  14.471  -3.310  -0.699
H  16.355  12.647  -3.075  0.201
H  14.778  12.881  -2.423  0.165
H  14.609  11.496  -4.410  0.194
H  15.520  12.510  -5.292  0.147
H  13.124  13.595  -4.371  0.490
H  15.268  14.834  -4.019  0.467


(7)
DFT (wB97M-V/def2-TZVPD) results for the molecule C2H10P2Si2.

Results
- Gap between HOMO and LUMO: 8.345 eV
- ΔE to the lowest compared entry with this formula, charge and spin: 0.0 kJ/mol
- Strongest force on any atom: 3.78 eV/A
- LUMO: -0.25 eV

Each line ends with the natural charge from an NBO analysis.
Cartesian coordinates (Å):
C  1.833  0.671  -1.358  -1.140
C  -2.563  0.460  0.242  -1.191
Si  3.093  -0.744  -0.889  0.878
Si  -2.277  -0.224  2.053  0.824
P  0.411  0.626  -0.104  0.215
P  -1.329  0.513  -1.107  0.303
H  2.324  1.668  -1.016  0.262
H  1.687  0.503  -2.386  0.248
H  -3.454  -0.003  -0.234  0.258
H  -2.830  1.508  0.549  0.255
H  4.329  -0.217  -0.360  -0.165
H  2.572  -1.756  0.028  -0.161
H  3.251  -1.374  -2.197  -0.168
H  -0.953  -0.833  2.049  -0.114
H  -2.958  -1.408  1.778  -0.185
H  -3.137  0.610  2.952  -0.118


(8)
DFT (wB97M-V/def2-TZVPD) results for the molecule C2H10Si2.

Results
- Multiplicity: 3
- Gap between HOMO and LUMO (alpha / beta): 3.983 / 6.174 eV
- ΔE to the lowest compared entry with this formula, charge and spin: 149.2 kJ/mol
- Strongest force on any atom: 5.37 eV/A
- <S²>: 2.006
- LUMO (alpha / beta): 0.82 / -5.02 eV

Each line ends with the natural charge from an NBO analysis.
Cartesian coordinates (Å):
C  0.002  1.510  0.398  -0.705
C  -0.086  -0.100  0.468  -0.863
Si  1.573  -0.893  -0.177  0.835
Si  -1.664  -0.762  -0.386  0.515
H  0.577  1.953  -0.351  0.232
H  0.623  2.059  1.173  0.240
H  -0.997  2.029  0.396  0.265
H  -0.090  -0.279  1.502  0.230
H  2.566  -0.911  0.972  -0.107
H  1.227  -2.209  -0.864  -0.123
H  2.128  0.015  -1.145  -0.157
H  -1.752  -2.014  0.198  -0.158
H  -1.446  -0.768  -1.948  -0.120
H  -2.659  0.371  -0.235  -0.083


(9)
DFT (wB97M-V/def2-TZVPD) results for C2H11BBrEuNbO3P as an isolated structure.

Results
- Multiplicity: 7
- Gap between HOMO and LUMO (alpha / beta): 6.325 / 6.080 eV
- Strongest force on any atom: 2.12 eV/A
- <S²>: 12.018
- LUMO (alpha / beta): -8.74 / -9.18 eV
- Total charge: +2

Each line ends with the natural charge from an NBO analysis.
Cartesian coordinates (Å):
C  -1.660  -0.162  -2.322  -0.664
C  -0.142  -0.329  -2.277  -0.063
O  0.380  -0.256  -0.880  -0.799
B  0.497  0.872  -0.198  1.032
O  0.996  2.081  -0.573  -0.910
Nb  -0.455  0.882  2.146  1.003
P  -0.113  -1.662  1.884  0.535
O  1.582  -1.877  1.443  -1.085
Br  -1.146  -2.716  0.373  -0.021
H  -1.948  0.766  -2.833  0.246
H  -2.139  -1.002  -2.838  0.251
H  -2.074  -0.114  -1.304  0.228
H  0.181  -1.314  -2.630  0.215
H  0.394  0.429  -2.860  0.207
H  1.543  2.601  0.018  0.532
H  -1.984  0.715  1.230  -0.204
H  -0.740  0.970  3.912  -0.170
H  1.472  0.619  2.323  -0.518
H  0.044  2.492  1.663  -0.160
H  1.950  -2.500  2.095  0.497
Eu  3.361  -0.495  1.627  1.849


(10)
DFT (wB97M-V/def2-TZVPD) results for a 2-piece molecular cluster, C2H11N2 overall.

Results
- Gap between HOMO and LUMO: 11.527 eV
- ΔE to the lowest compared entry with this formula, charge and spin: 87.3 kJ/mol
- Strongest force on any atom: 2.94 eV/A
- LUMO: -3.20 eV
- Total charge: +1

Each line ends with the natural charge from an NBO analysis.
Cartesian coordinates (Å):
N  -1.408  -1.897  0.974  -1.125
H  -2.225  -2.074  0.421  0.382
H  -0.174  0.023  0.618  0.469
H  -1.643  -1.819  1.948  0.382
H  -0.853  -2.819  0.866  0.384
C  1.747  0.216  -0.257  -0.434
N  0.364  0.725  0.125  -0.516
C  -0.489  1.358  -0.950  -0.416
H  2.505  0.651  0.400  0.242
H  1.690  -0.908  -0.174  0.249
H  2.011  0.635  -1.274  0.243
H  0.515  1.475  0.809  0.424
H  -0.027  2.245  -1.380  0.239
H  -1.388  1.707  -0.454  0.238
H  -0.625  0.483  -1.671  0.240


(11)
DFT (wB97M-V/def2-TZVPD) results for a 2-piece molecular cluster, C2H11N2O overall.

Results
- Gap between HOMO and LUMO: 10.891 eV
- ΔE to the lowest compared entry with this formula, charge and spin: 28.1 kJ/mol
- Strongest force on any atom: 1.21 eV/A
- LUMO: -3.16 eV
- Total charge: +1

Each line ends with the natural charge from an NBO analysis.
Cartesian coordinates (Å):
C  -1.528  0.771  -0.630  -0.247
N  -0.510  0.642  -1.666  -0.886
C  -0.803  0.823  0.725  -0.237
N  0.168  -0.310  0.838  -0.679
H  -2.245  -0.033  -0.798  0.215
H  -2.062  1.719  -0.643  0.224
H  -0.655  -0.134  -2.292  0.387
H  -0.361  1.468  -2.245  0.399
H  -1.516  0.789  1.544  0.231
H  -0.244  1.742  0.704  0.226
H  0.467  -0.537  -0.124  0.471
H  0.979  -0.007  1.369  0.455
H  -0.269  -1.085  1.330  0.436
H  3.461  -1.513  0.333  0.499
H  2.546  -2.629  0.908  0.492
O  2.573  -1.705  0.646  -0.986


(12)
DFT (wB97M-V/def2-TZVPD) results for a 3-piece molecular cluster, C2H11N2O2 overall.

Results
- Gap between HOMO and LUMO: 9.749 eV
- ΔE to the lowest compared entry with this formula, charge and spin: 172.4 kJ/mol
- Strongest force on any atom: 4.09 eV/A
- LUMO: -2.85 eV
- Total charge: +1

Each line ends with the natural charge from an NBO analysis.
Cartesian coordinates (Å):
C  1.185  0.811  -0.376  -0.246
C  1.980  -0.182  0.102  0.064
N  3.242  -0.415  -0.206  -0.740
N  -0.274  0.733  -0.037  -0.686
H  1.438  1.641  -0.995  0.225
H  1.470  -1.055  0.554  0.204
H  3.667  -1.112  0.350  0.401
H  3.827  0.205  -0.646  0.402
H  -0.747  1.684  -0.250  0.461
H  -0.484  0.614  0.940  0.446
H  -0.806  0.162  -0.678  0.458
H  -2.261  -2.577  -0.477  0.486
H  -1.025  -2.594  0.083  0.467
O  -1.610  -1.933  -0.180  -0.949
H  -3.148  1.513  1.336  0.482
H  -3.614  1.208  -0.041  0.495
O  -2.840  1.298  0.519  -0.969